(1)
ORCA calculation (ωB97M-V/def2-TZVPD) on a structure of composition C22H61N5O9V2 at a distorted geometry.

Geometry (Å):
H 5.724 -2.505 5.888
C -3.582 -0.570 -3.591
H 4.180 4.144 2.819
H -1.593 1.629 -3.809
H -4.568 -0.246 -3.926
O 3.366 3.044 -1.025
H -1.971 1.681 -0.195
H 1.775 -1.207 -3.830
H -0.256 -2.108 -3.090
C 4.042 4.997 2.156
H 2.451 -1.235 -2.271
H 2.417 3.060 1.848
H 5.067 -1.050 5.705
H -5.417 -0.105 2.903
H -3.030 -0.140 3.540
H -1.174 -6.018 -3.305
H -4.404 -3.419 -1.962
N -1.920 -4.046 -1.923
H -1.416 -0.579 -4.426
H -5.413 -2.034 -2.386
H -5.475 -0.445 0.311
H 0.808 0.202 -0.219
H -1.117 1.199 -1.585
C 3.711 -1.577 0.414
N -2.853 0.842 3.385
H 3.612 5.776 2.786
H 3.683 2.148 -2.777
H -1.657 -0.063 -0.601
C -0.606 -5.130 -3.584
C 2.365 -1.844 -3.171
C 0.256 -2.871 -2.503
H -3.178 3.025 4.691
N -2.912 -0.626 -5.858
H -4.572 1.077 4.732
H 6.477 -1.237 4.778
C 4.108 3.531 0.084
H 2.671 -1.543 3.501
H 2.959 -1.978 -0.267
H -3.104 1.775 -4.535
C -1.244 0.943 -0.533
H -4.909 1.076 -0.413
H -2.152 -0.611 -6.522
H 3.565 -0.499 0.338
C -4.387 -2.358 -2.210
H 2.551 -0.554 2.356
H -6.471 0.997 0.616
H 5.678 -1.994 2.386
C 3.585 -2.127 1.831
O 1.617 -3.075 -2.904
O -0.747 1.701 5.254
H -2.171 -3.834 -0.968
H -6.095 1.527 3.062
N 2.401 -1.538 2.528
C 0.092 0.808 0.336
H 5.143 2.069 -1.795
C 4.053 2.073 -1.755
H 4.454 2.779 0.793
O 0.469 -2.426 0.773
H 5.070 3.924 -0.245
C -2.419 -0.191 -4.604
O 0.007 0.316 1.686
N 2.067 3.817 1.279
H 0.006 -4.779 -1.558
H 3.828 1.139 -1.240
H 2.877 5.395 0.314
H 1.895 3.260 0.454
C 3.254 4.560 0.905
H 3.410 -2.043 -3.407
C 4.712 -1.634 2.741
H -3.091 0.933 2.408
H 0.387 1.831 0.570
C -0.559 -4.214 -2.300
O -4.632 1.104 1.429
C -5.231 0.954 2.726
C -5.460 0.640 0.420
H -3.054 -1.622 -5.766
H -1.108 -4.628 -4.412
O -0.552 3.211 3.013
H 5.044 5.331 1.883
C -4.139 1.379 3.778
H -3.360 3.388 2.999
H -3.310 0.020 -2.715
O -3.639 -1.985 -3.330
H 0.331 -5.594 -3.892
H -4.747 3.493 3.972
V -0.571 1.237 3.820
O 4.642 -2.216 4.046
V 0.083 -1.963 2.198
H -3.844 -1.969 -1.348
H 4.650 -1.828 -0.079
H 0.319 -2.395 -1.524
H 3.404 -3.195 1.953
C -3.846 2.893 3.840
C -2.139 1.292 -4.690
H -2.546 -3.519 -2.514
C 5.584 -1.781 5.085
H -1.316 3.791 2.825
H 4.779 -0.574 2.984
H -1.672 1.709 -5.582

Output
Multiplicity   3
Total charge   +2
LUMO (alpha / beta)   -0.3518 / -0.3413 hartree
ΔE to the lowest compared entry with this formula, charge and spin   6.102 eV
Frontier orbital gap (alpha / beta)   3.38 / 3.66 eV

And the Löwdin charges, in e, turn out to be: number 1, H, carries 0.097; number 2, C, carries -0.138; number 3, H, carries 0.068; number 4, H, carries 0.054; number 5, H, carries 0.136; number 6, O, carries -0.190; number 7, H, carries 0.076; number 8, H, carries 0.088; number 9, H, carries 0.102; number 10, C, carries -0.050; number 11, H, carries 0.040; number 12, H, carries 0.049; number 13, H, carries 0.077; number 14, H, carries 0.129; number 15, H, carries 0.091; number 16, H, carries 0.073; number 17, H, carries 0.089; number 18, N, carries 0.045; number 19, H, carries 0.114; number 20, H, carries 0.105; number 21, H, carries 0.087; number 22, H, carries 0.099; number 23, H, carries 0.062; number 24, C, carries -0.022; number 25, N, carries 0.018; number 26, H, carries 0.082; number 27, H, carries 0.102; number 28, H, carries 0.056; number 29, C, carries -0.040; number 30, C, carries -0.064; number 31, C, carries -0.184; number 32, H, carries 0.080; number 33, N, carries 0.040; number 34, H, carries 0.154; number 35, H, carries 0.098; number 36, C, carries -0.203; number 37, H, carries 0.086; number 38, H, carries 0.059; number 39, H, carries 0.083; number 40, C, carries -0.029; number 41, H, carries 0.099; number 42, H, carries 0.085; number 43, H, carries 0.072; number 44, C, carries -0.134; number 45, H, carries 0.086; number 46, H, carries 0.107; number 47, H, carries 0.146; number 48, C, carries -0.323; number 49, O, carries -0.186; number 50, O, carries -0.241; number 51, H, carries 0.059; number 52, H, carries 0.143; number 53, N, carries 0.026; number 54, C, carries -0.275; number 55, H, carries 0.096; number 56, C, carries -0.107; number 57, H, carries 0.113; number 58, O, carries -0.176; number 59, H, carries 0.126; number 60, C, carries -0.457; number 61, O, carries -0.407; number 62, N, carries 0.032; number 63, H, carries 0.131; number 64, H, carries 0.058; number 65, H, carries 0.145; number 66, H, carries 0.033; number 67, C, carries -0.392; number 68, H, carries 0.098; number 69, C, carries -0.183; number 70, H, carries 0.072; number 71, H, carries 0.090; number 72, C, carries -0.392; number 73, O, carries -0.218; number 74, C, carries -0.143; number 75, C, carries -0.086; number 76, H, carries 0.076; number 77, H, carries 0.079; number 78, O, carries -0.281; number 79, H, carries 0.081; number 80, C, carries -0.364; number 81, H, carries 0.074; number 82, H, carries 0.094; number 83, O, carries -0.214; number 84, H, carries 0.075; number 85, H, carries 0.094; number 86, V, carries 1.017; number 87, O, carries -0.221; number 88, V, carries 1.250; number 89, H, carries 0.069; number 90, H, carries 0.110; number 91, H, carries 0.062; number 92, H, carries 0.159; number 93, C, carries -0.040; number 94, C, carries -0.062; number 95, H, carries 0.036; number 96, C, carries -0.045; number 97, H, carries 0.002; number 98, H, carries 0.140; number 99, H, carries 0.092


(2)
ORCA calculation (ωB97M-V/def2-TZVPD) on the ion C4H8NO2 with charge -1.

Geometry (Å):
H 1.292 -0.996 -0.298
H -1.833 0.535 -0.075
C -0.636 -1.273 0.320
H -0.512 -2.211 -0.218
C -1.837 -0.530 -0.259
O 2.613 1.263 -1.136
H 0.220 1.081 -0.860
H -1.814 -0.601 -1.346
N 0.658 -0.570 0.361
O 2.536 2.118 0.946
C 0.653 0.873 0.128
H -0.833 -1.604 1.351
C 2.087 1.474 -0.020
H -2.756 -0.935 0.145
H 0.161 1.376 0.961

Output
Total charge   -1
SMILES string   CCNCC(=O)[O-]
LUMO   0.1375 hartree
ΔE to the lowest compared entry with this formula, charge and spin   1.020 eV
Frontier orbital gap   7.57 eV

And the natural (NBO) charges, in e, turn out to be: number 1, H, carries 0.360; number 2, H, carries 0.219; number 3, C, carries -0.208; number 4, H, carries 0.171; number 5, C, carries -0.633; number 6, O, carries -0.802; number 7, H, carries 0.157; number 8, H, carries 0.196; number 9, N, carries -0.632; number 10, O, carries -0.776; number 11, C, carries -0.336; number 12, H, carries 0.158; number 13, C, carries 0.754; number 14, H, carries 0.194; number 15, H, carries 0.177


(3)
ORCA calculation (ωB97M-V/def2-TZVPD) on a cluster of 3 separate species, C10H23N5O4P in total.

Geometry (Å):
H -2.092 -1.699 3.756
C -5.244 1.263 -2.663
C 0.055 1.674 2.674
H 3.921 -2.502 -0.344
H 2.705 -0.471 -2.089
P 3.488 0.495 -1.430
H -0.089 -1.009 2.413
N 2.801 1.545 -0.536
H -3.681 0.433 -3.914
C -0.549 1.380 1.322
H 0.895 2.346 2.523
C -4.599 1.013 -4.010
H 5.908 -2.963 1.072
O -5.662 0.047 -2.030
H -1.968 0.064 3.758
N 5.696 -2.058 0.672
C -2.133 -0.810 3.127
C 4.690 -0.529 -0.468
N 5.758 0.048 0.076
H -4.598 1.839 -2.000
H 1.787 1.449 -0.504
C -3.354 -0.422 -1.263
H 4.348 0.969 -2.426
O -0.537 2.184 0.430
H 7.534 -0.998 2.488
H -4.356 1.961 -4.491
H 8.314 -0.374 1.059
C -4.840 -0.704 -1.272
H -3.132 -0.734 2.699
H -2.881 -1.035 -2.031
H -2.972 -0.715 -0.292
C 6.368 -0.897 0.790
H -0.694 2.184 3.280
N 7.501 -0.765 1.509
H -6.163 1.832 -2.786
N 4.625 -1.814 -0.113
O -5.306 -1.623 -0.654
O -1.177 0.203 1.113
H -1.302 -1.776 1.401
H -3.084 0.618 -1.426
H -5.280 0.459 -4.654
C -1.103 -0.904 2.023
H 0.402 0.796 3.213

Output
Total charge   +1
LUMO   -0.1500 hartree
Frontier orbital gap   7.42 eV

And the natural (NBO) charges, in e, turn out to be: number 1, H, carries 0.226; number 2, C, carries -0.070; number 3, C, carries -0.748; number 4, H, carries 0.457; number 5, H, carries -0.048; number 6, P, carries 1.314; number 7, H, carries 0.166; number 8, N, carries -1.232; number 9, H, carries 0.202; number 10, C, carries 0.800; number 11, H, carries 0.253; number 12, C, carries -0.636; number 13, H, carries 0.457; number 14, O, carries -0.502; number 15, H, carries 0.210; number 16, N, carries -0.334; number 17, C, carries -0.640; number 18, C, carries 0.119; number 19, N, carries -0.426; number 20, H, carries 0.176; number 21, H, carries 0.416; number 22, C, carries -0.742; number 23, H, carries -0.029; number 24, O, carries -0.580; number 25, H, carries 0.431; number 26, H, carries 0.221; number 27, H, carries 0.439; number 28, C, carries 0.796; number 29, H, carries 0.233; number 30, H, carries 0.235; number 31, H, carries 0.241; number 32, C, carries 0.576; number 33, H, carries 0.256; number 34, N, carries -0.828; number 35, H, carries 0.202; number 36, N, carries -0.315; number 37, O, carries -0.574; number 38, O, carries -0.517; number 39, H, carries 0.199; number 40, H, carries 0.226; number 41, H, carries 0.223; number 42, C, carries -0.069; number 43, H, carries 0.216


| no. | E_tot (eV) |
| --- | --- |
| 1 | -101031.32565 |
| 2 | -9863.76628 |
| 3 | -35664.00512 |